(1)
The following is a quantum chemistry calculation of a molecular structure, C16H31MnNP2 at a distorted geometry, from OMol25.

```
51
Properties=species:S:1:pos:R:3:forces:R:3:lowdin_charge:R:1
P 0.44509 -2.18002 1.37544 -0.2633 1.5102 -0.3568 0.911
P -0.24049 2.48198 2.02909 1.0166 -2.6826 1.6181 0.829
C 0.44418 -0.37844 0.68298 -2.2221 -1.5385 -1.7552 -0.275
C 0.50517 1.13181 1.16288 2.2565 -1.6233 -0.2396 -0.317
H -0.37380 -0.48554 -0.13620 1.2505 0.2203 1.0692 0.002
H 1.31350 -0.57158 0.02028 -0.3257 1.1631 0.1866 0.073
H 1.48478 1.07186 1.69360 -0.2662 0.7956 -0.3804 0.114
H 0.60808 1.63775 0.18659 0.7872 -0.3173 0.0285 0.048
C -1.69156 3.19558 1.48735 -1.5893 1.1452 -0.1156 -0.204
H -2.00525 3.78040 2.34727 -0.3854 0.2612 0.3909 0.091
H -2.49084 2.48220 1.19587 0.5147 0.3668 0.1613 0.054
H -1.49889 3.94656 0.72072 -0.0222 -0.2623 -0.3457 0.096
C 1.08275 3.64275 2.29508 -0.3206 0.3407 0.3544 -0.118
H 0.82186 4.50126 1.69645 0.1865 0.4716 -0.3196 0.075
H 2.08138 3.27682 2.04139 -0.3156 -0.0744 0.0836 0.091
H 1.02301 3.96269 3.33986 0.2072 -0.0305 -0.0514 0.093
C -0.81325 -3.44576 0.86344 -0.4871 -0.8071 -0.5211 -0.169
H -0.83486 -4.16104 1.71716 -0.0635 0.5841 -0.2803 0.076
H -0.61572 -4.11939 -0.03128 0.5211 1.2837 0.8889 0.099
H -1.85174 -3.09402 0.66934 0.7641 0.1764 0.5792 0.066
C 2.07660 -2.88306 1.03731 1.1292 -0.6610 0.0069 -0.183
H 2.86337 -2.11005 0.96463 -0.4703 -0.1310 0.5173 0.079
H 2.31267 -3.53044 0.14927 -1.1595 0.6053 0.5952 0.093
H 2.26564 -3.53989 1.90758 0.2010 0.3572 -0.2337 0.076
Mn -1.93950 0.52279 -0.15463 -0.9890 0.1812 0.0682 0.446
C 0.36353 1.44195 -1.99668 0.4569 1.3812 0.4029 -0.136
C -0.97879 1.38218 -1.67527 2.0263 -0.7871 -1.4389 -0.310
C -1.93278 0.72307 -2.63099 -0.4737 -1.0578 -0.1865 -0.186
C -1.55716 -0.76251 -3.00140 -0.3026 0.3818 -0.7038 -0.148
C -0.76797 -1.50039 -1.94428 0.7245 -0.8123 -0.6064 -0.154
C 0.58778 -1.53110 -1.93063 -1.4266 -1.0403 -1.0142 -0.152
C 1.43620 -0.76163 -2.89665 0.7071 0.4782 -0.0296 -0.161
C 1.06840 0.75594 -3.12721 0.3706 -0.2415 -0.9350 -0.168
C 0.22255 -1.86721 3.11156 -0.1042 -0.8292 1.9085 -0.223
H 1.02031 2.18201 -1.47531 -0.6180 -0.6251 -0.2807 0.106
H -1.38442 2.15730 -0.97766 -0.2503 0.3678 0.0560 0.079
H -2.07100 1.26542 -3.58752 -0.0345 0.0439 0.6896 0.145
H -2.91195 0.71054 -2.13133 -0.4951 -0.0347 -0.2808 0.084
H -2.49268 -1.33336 -3.25901 0.8655 0.5723 0.3575 0.137
H -0.97296 -0.70308 -3.94548 -0.3190 -0.3173 0.6663 0.115
H -1.35609 -2.16094 -1.28595 0.3995 0.2830 -0.3304 0.079
H 1.13492 -2.29705 -1.34598 -0.5265 0.5761 -0.0984 0.088
H 1.48024 -1.26569 -3.88677 -0.1069 0.1720 0.5572 0.137
H 2.46018 -0.80063 -2.50952 -0.0065 0.0281 -0.1414 0.106
H 2.01943 1.30304 -3.36014 -0.8356 -0.5078 0.2403 0.128
H 0.49407 0.77402 -4.07432 0.0437 0.3230 0.5429 0.114
H 0.95012 -1.16658 3.58564 -0.2170 -0.5145 -0.7912 0.076
H 0.36437 -2.85934 3.62971 -0.4535 1.0193 -0.1610 0.086
H -0.78185 -1.41375 3.35897 0.8677 -0.8157 -0.4953 0.073
N -0.78783 0.96782 4.53641 0.9193 2.7923 -4.2551 0.178
C -0.57881 1.62472 3.55834 -1.1659 -2.1702 4.3786 -0.238
```
Positions in Å, forces in eV/Å.

Values from the calculation:
* charge: +2
* E_LUMO (alpha / beta): -6.582 / -6.467 eV
* gap between HOMO and LUMO (alpha / beta): 6.671 / 4.673 eV
* max |F|: 5.17 eV Å⁻¹
* spin multiplicity: 4
* E_HOMO (alpha / beta): -13.253 / -11.140 eV



(2)
The following is a quantum chemistry calculation of a molecular structure, C23H61CuO22S7 at a distorted geometry, from OMol25.

```
114
Properties=species:S:1:pos:R:3:forces:R:3:lowdin_charge:R:1
Cu 4.64535 -0.44354 -0.21401 -0.7534 0.6217 0.8047 0.717
C 0.51698 -0.51472 0.64717 1.6163 1.6183 0.5714 -0.055
C 1.39085 -0.12449 -0.61996 -1.0085 -1.5005 1.3938 -0.260
O 2.66693 0.46521 -0.55336 -0.7945 -1.0973 0.6930 -0.037
H 1.07018 -1.21458 1.27348 0.2680 0.1774 0.0919 0.042
H -0.41940 -1.04041 0.46023 -0.0497 0.3987 -0.7638 0.085
H 0.34763 0.39372 1.22525 -0.4033 -0.1390 0.2860 0.059
H 0.78858 0.49672 -1.28288 0.1301 0.0717 -0.5900 0.128
H 1.41947 -1.15778 -0.96581 0.8441 0.0758 -1.6929 0.100
O -2.75210 -0.14447 5.99838 1.5394 0.6535 -3.0518 -0.286
S -2.29291 0.18088 4.62842 -1.4849 0.3983 -1.0210 0.715
O -2.58591 -0.70897 3.47684 0.7509 1.6088 2.5787 -0.329
O -2.92576 1.65118 4.17957 0.9980 -1.9610 -0.0193 -0.271
C -3.19185 2.51537 5.25099 -2.8579 -0.1753 1.8854 -0.353
C -3.80767 3.78004 4.73163 2.1468 0.6610 -0.2684 -0.056
C -0.52620 0.74054 4.40108 -1.3646 -2.3302 1.6496 -0.083
H -2.47399 2.63507 6.06244 1.1256 0.1840 -0.7302 0.125
H -3.98718 2.07389 5.85150 -0.2213 -0.5506 -0.0934 0.110
H -4.27204 4.28941 5.57602 -0.5644 -0.0120 -0.4878 0.092
H -4.34939 3.60693 3.80175 -0.6071 0.0490 0.5436 0.091
H -2.95517 4.39599 4.44535 -0.1182 0.5343 -0.2532 0.074
H -0.37326 0.37782 3.38464 0.3573 0.9148 0.0315 0.033
H -0.04947 0.03626 5.08284 0.5984 0.0018 -0.1143 0.059
H -0.35643 1.74313 4.79365 -0.2163 0.0069 -0.7166 0.073
O -0.54788 3.88243 0.25254 -2.2378 0.4327 -1.5928 -0.340
S -1.85230 3.83422 -0.45706 2.0531 -0.7655 -0.2716 0.689
O -3.00001 4.53360 0.02348 0.7057 -0.1412 -0.4256 -0.253
O -1.68521 4.29356 -2.07466 -1.8881 -0.0447 2.6257 -0.239
C -0.69908 3.74666 -2.87978 2.9009 -0.5385 -0.2293 -0.331
C -0.46448 4.67348 -4.07768 -1.0347 0.8490 0.5446 -0.042
C -2.16531 2.04634 -0.57305 0.1109 0.9265 -0.3654 -0.102
H -0.80425 2.69541 -3.14797 -1.1570 -0.0885 -0.4833 0.113
H 0.18942 3.63497 -2.25834 0.6273 0.5783 0.0674 0.086
H -0.35565 5.70839 -3.75331 0.3302 -0.0243 0.5659 0.083
H -1.42194 4.76682 -4.59017 0.1750 -0.4876 -0.6214 0.086
H 0.38313 4.50973 -4.74316 -0.2764 -0.6656 0.1023 0.071
H -1.17014 1.60785 -0.64683 -0.2238 -0.1137 0.0143 0.029
H -2.76272 1.84155 -1.46145 -0.0776 -0.0378 0.1717 0.078
H -2.66520 1.76006 0.35229 0.0259 0.0051 -0.0855 0.077
O 5.59961 2.55004 -2.67479 -1.8371 2.3343 -0.3174 -0.346
S 4.75162 3.68698 -3.13229 1.7157 -0.0278 -1.4239 0.725
O 5.35879 4.98782 -3.49680 -1.6737 -3.2874 0.8795 -0.289
O 3.98110 3.10646 -4.51470 0.4980 1.0682 2.2628 -0.244
C 3.49579 1.74966 -4.46669 1.5050 -0.9384 0.7169 -0.319
C 2.14362 1.62409 -5.02569 -0.3090 0.4429 -1.6583 -0.054
C 3.37750 3.97264 -1.93496 0.5541 -0.2213 -1.2586 -0.092
H 3.52638 1.25656 -3.49508 0.2797 0.7358 0.6012 0.089
H 4.19122 1.14818 -5.05209 0.1675 0.1259 -0.0697 0.128
H 1.63301 0.74080 -4.64206 -0.2404 0.2471 -0.0685 0.079
H 2.34306 1.49849 -6.08990 -0.8192 -0.1829 -0.2085 0.095
H 1.60340 2.56835 -4.95773 -0.3682 -0.2921 0.4142 0.071
H 3.80900 4.45639 -1.05866 -0.0055 -0.3266 -0.0265 0.075
H 2.91430 2.99767 -1.78341 0.1535 0.0745 0.3814 0.036
H 2.64731 4.63319 -2.40250 0.2149 0.0658 -0.0960 0.068
O 4.57022 -0.34827 2.04133 -1.5955 1.0378 1.4580 -0.348
S 3.58637 0.11044 3.09825 -0.2807 -0.4759 1.1105 0.729
O 2.42209 -0.70308 3.38288 1.5369 0.6114 -0.7502 -0.285
O 4.29382 0.25059 4.58905 -0.8780 -0.5281 -2.5112 -0.241
C 5.37144 1.19892 4.75637 0.0114 1.1862 0.8072 -0.224
C 4.91369 2.37775 5.71574 0.5794 -1.0712 -1.2077 -0.033
C 2.99573 1.77946 2.65982 0.3828 -0.0760 -0.3010 -0.081
H 5.66748 1.50529 3.75307 0.1590 0.4599 0.1580 0.100
H 6.24603 0.71939 5.19596 -0.3604 -0.5089 -0.0832 0.123
H 5.71986 2.56756 6.42438 -0.0136 0.2979 -0.2227 0.078
H 4.04549 2.10074 6.31374 -0.0500 -0.1209 -0.2594 0.082
H 4.70221 3.24137 5.08523 -0.0618 0.1914 0.4365 0.069
H 2.37511 2.29690 3.39139 0.4080 -0.5567 0.6506 0.086
H 2.31741 1.67550 1.81296 0.3785 -0.3914 -0.2736 0.050
H 3.85122 2.39753 2.38737 -0.0551 -0.0540 -0.0213 0.076
O 1.97177 -6.50391 1.13911 -0.3055 0.4480 -0.1206 -0.264
S 0.98800 -5.46529 1.12916 -1.3422 -0.8673 2.2448 0.620
O -0.37956 -5.76254 0.75064 1.7261 0.9905 -1.0041 -0.259
O 0.79212 -4.98942 2.66389 1.8386 -1.0545 -0.5873 -0.251
C 0.38966 -3.69756 3.04811 -0.7044 0.4079 -0.8402 -0.307
C -0.05110 -3.72188 4.48819 0.8699 -0.5708 -0.1893 -0.032
C 1.80060 -4.06837 0.35796 -0.0775 0.0587 -0.9487 -0.135
H -0.40646 -3.40714 2.36258 -0.3604 0.2229 0.1116 0.117
H 1.18716 -2.95927 2.96424 0.3579 -0.1337 -0.3370 0.085
H 0.84943 -3.44506 5.03638 -0.5410 0.9831 0.5575 0.082
H -0.14561 -4.74011 4.86552 -0.8662 -0.0757 -0.4225 0.092
H -0.96062 -3.12224 4.52450 0.2697 0.0165 0.9279 0.082
H 1.09800 -3.26137 0.15011 0.0295 -0.1006 0.0297 0.038
H 2.22653 -4.47219 -0.56052 -0.5182 -0.1164 -0.3172 0.065
H 2.71052 -3.71286 0.84144 -0.4213 -0.1916 0.8897 0.078
O -2.35164 -1.06882 -5.10632 1.9368 -0.6117 -2.4265 -0.317
S -1.33203 -1.38231 -6.14203 0.1242 2.5921 0.1098 0.691
O -0.79802 -0.33075 -7.06787 -1.6059 -3.0330 2.6124 -0.307
O -0.04369 -1.93821 -5.33661 -0.4421 0.1726 -0.8226 -0.252
C -0.19081 -2.40929 -4.01822 -0.8145 0.0899 2.2761 -0.327
C 1.11303 -2.94959 -3.58929 1.6540 -0.7442 0.0565 -0.075
C -1.81097 -2.82798 -7.07592 -0.3658 0.3448 -0.3931 -0.113
H -1.00054 -3.08903 -3.75293 -0.2382 -0.4554 -1.2005 0.124
H -0.42315 -1.62152 -3.30161 -0.0896 0.7788 -0.4024 0.100
H 1.46669 -3.78204 -4.19761 0.0600 0.2484 -0.4380 0.093
H 1.17338 -3.38828 -2.59329 -0.6956 0.2987 0.2815 0.063
H 1.82973 -2.12859 -3.60891 0.3632 -0.1466 -0.1993 0.075
H -2.16240 -3.62705 -6.42317 0.0226 0.2610 0.1090 0.079
H -1.03974 -3.19205 -7.75472 0.3424 0.3076 0.3900 0.081
H -2.61174 -2.46901 -7.72246 -0.2316 -0.0705 0.1777 0.077
O -6.29942 -5.11115 -0.44950 0.8231 2.9454 1.8776 -0.297
S -5.78460 -3.90166 0.22891 1.8265 -1.2020 0.1112 0.730
O -4.71451 -4.01492 1.29144 -3.2565 0.5120 -2.9457 -0.330
O -5.18736 -3.00364 -1.03545 -0.4992 0.1592 1.6005 -0.277
C -4.27379 -1.93517 -0.66869 2.0757 -1.1706 -0.6974 -0.259
C -2.90480 -2.30717 -1.33208 -1.0296 1.0932 0.6098 -0.062
C -7.11140 -2.74758 0.78229 0.2123 -0.1850 0.4892 -0.105
H -4.12350 -1.83814 0.40654 -0.3770 -0.1539 0.0328 0.103
H -4.48190 -0.95694 -1.10213 -1.1190 -0.2619 -0.0437 0.112
H -2.33771 -3.07848 -0.81094 -0.2597 -0.1694 -0.1796 0.079
H -2.37820 -1.35418 -1.28096 0.6058 0.0189 -0.1354 0.046
H -3.11418 -2.50020 -2.38422 0.2763 -0.3106 0.0593 0.075
H -6.77759 -1.71495 0.88402 0.6636 -0.1166 -0.5857 0.063
H -7.39407 -2.94949 1.81546 -0.1052 -0.7653 -0.1796 0.069
H -7.96502 -2.76828 0.10480 0.2268 -0.3567 -0.0010 0.073
```
Positions in Å, forces in eV/Å.

Values from the calculation:
* charge: +1
* ΔE to the lowest compared entry with this formula, charge and spin: 188.92 kcal per mole
* E_LUMO (alpha / beta): -5.293 / -7.363 eV
* gap between HOMO and LUMO (alpha / beta): 7.348 / 5.278 eV
* max |F|: 4.42 eV Å⁻¹
* spin multiplicity: 2
* E_HOMO (alpha / beta): -12.641 / -12.641 eV



(3)
The following is a quantum chemistry calculation of 5 unconnected molecules or ions with the total composition C5H17NO4 at a distorted geometry, from OMol25.

```
27
Properties=species:S:1:pos:R:3:forces:R:3:lowdin_charge:R:1
C -0.50593 -1.04826 -2.29960 0.2688 0.3550 -1.2936 -0.016
C -0.34873 -1.94352 -1.34635 -0.0865 0.0347 1.9197 -0.265
N 0.10373 -1.62552 -0.10854 0.3395 0.4444 1.9777 -0.074
C -0.21966 -2.41697 1.13438 1.9141 -1.0836 -2.7070 -0.190
C -0.53464 -0.17704 2.45808 2.1126 -2.1102 -0.2624 0.030
C 0.03442 -1.39374 2.20521 -1.3433 0.0132 2.2074 -0.162
H 0.00289 -0.06123 -2.19877 -0.7149 -0.9670 -0.2946 0.045
H -1.05438 -1.36774 -3.17336 0.4484 0.3449 -0.4400 0.041
H -0.59709 -2.97967 -1.24549 -1.0922 -0.6031 -1.3912 0.103
H 0.91186 -1.01784 0.05832 -0.6713 0.0023 -0.3822 0.095
H 0.58575 -3.22623 1.02224 -0.5410 0.8922 1.5602 0.120
H -1.09304 -3.12808 1.10714 -0.0619 1.7206 -0.0862 0.123
H 0.02591 0.56546 3.03645 -0.6500 -0.5536 0.4128 0.068
H -1.44510 0.09589 2.01262 -0.7035 0.5913 -1.0927 0.008
H 0.64458 -1.82647 2.99180 0.9989 0.7022 -0.1931 0.090
H 1.32149 2.35234 -1.63739 -0.0960 0.3275 -2.6160 0.051
H 0.71405 2.48382 -3.04145 -3.3501 0.3502 -1.3680 -0.042
O 1.51923 2.41509 -2.63918 3.7682 -0.5455 3.6897 -0.077
H -1.78026 3.16811 1.74823 -1.6431 -2.3985 -2.2783 0.131
H -2.49021 1.58965 1.37378 1.2521 4.4227 -1.2041 0.137
O -2.25003 2.59598 0.99142 0.1395 -1.7675 3.5482 -0.173
H -0.79940 1.38437 -1.55048 -0.2899 -0.1116 0.1186 -0.003
H -1.22631 2.39593 -0.36862 2.0509 -1.1923 -1.3173 0.053
O -0.43136 2.02944 -0.94281 -2.0004 1.1934 1.5748 -0.127
H 2.73749 0.76351 -0.56023 1.2855 2.0050 -2.6625 -0.021
H 3.47226 0.10687 0.77829 -0.4450 0.8260 -1.4937 0.073
O 2.70247 0.26587 0.19429 -0.8895 -2.8927 4.0737 -0.019
```
Positions in Å, forces in eV/Å.

Values from the calculation:
* SMILES string: C=CCNC=C.O.O.O.O
* ΔE to the lowest compared entry with this formula, charge and spin: 114.45 kcal per mole
* E_LUMO: 0.228 eV
* gap between HOMO and LUMO: 7.687 eV
* max |F|: 5.30 eV Å⁻¹
* E_HOMO: -7.460 eV